No. 1
Density functional theory data (ωB97M-V with the def2-TZVPD basis set) for a 2-piece molecular cluster, C5H14N3Si overall in a non-equilibrium geometry.

Highest occupied orbital energy (spin up / spin down): -10.91 / -10.92 eV
Relative energy (zero: lowest compared OMol25 entry of this formula, charge and spin): 418.2 kJ/mol
Lowest unoccupied orbital energy (spin up / spin down): -4.82 / -4.79 eV
Orbital gap (spin up / spin down): 6.09 / 6.13 eV

```
! RIJCOSX wB97M-V def2-TZVPD def2/J DEFGRID3
* xyz 1 1
C -1.61 -1.09 1.00
C 0.14 -1.44 -0.75
C -0.03 -1.43 -2.21
C -0.21 2.20 -0.15
C 2.55 0.01 0.57
N -0.86 -1.29 0.08
N 0.76 1.53 0.48
N 1.47 0.68 -0.13
Si -2.82 -0.23 2.20
H 0.96 -1.86 -0.41
H 1.00 -1.21 -2.81
H -0.77 -0.61 -2.60
H -0.17 -2.49 -2.59
H -0.61 1.86 -1.05
H -1.11 2.28 0.45
H 0.12 3.20 -0.23
H 3.47 0.59 0.52
H 2.25 -0.15 1.62
H 2.86 -0.91 0.11
H 1.51 0.51 -1.22
H -2.65 1.28 2.01
H -2.23 -0.61 3.44
H -4.01 -0.84 1.71
*
```

***

No. 2
Density functional theory data (ωB97M-V with the def2-TZVPD basis set) for a 7-piece molecular cluster, C32H83N5O12 overall in a non-equilibrium geometry.

Highest occupied orbital energy (spin up / spin down): -9.73 / -9.73 eV
Relative energy (zero: lowest compared OMol25 entry of this formula, charge and spin): 0.0 kJ/mol
Lowest unoccupied orbital energy (spin up / spin down): -2.35 / -7.60 eV
Orbital gap (spin up / spin down): 7.39 / 2.13 eV

```
! RIJCOSX wB97M-V def2-TZVPD def2/J DEFGRID3
* xyz 1 2
C -2.65 2.87 6.10
O -1.32 3.08 5.65
C -0.79 1.88 5.05
C 0.77 2.16 4.97
N 1.52 1.18 4.17
C 1.41 1.39 2.72
C 2.75 0.89 2.03
O 2.52 0.83 0.63
C 3.73 1.07 -0.06
H -2.73 1.95 6.69
H -3.39 2.75 5.31
H -2.95 3.66 6.78
H -1.15 1.81 4.02
H -1.06 0.99 5.60
H 1.15 2.04 5.98
H 1.01 3.14 4.56
H 2.50 1.31 4.37
H 1.27 2.44 2.47
H 0.57 0.83 2.31
H 3.20 0.00 2.47
H 3.44 1.69 2.29
H 4.63 0.71 0.44
H 3.88 2.14 -0.19
H 3.68 0.62 -1.05
C 5.49 -10.83 0.85
O 4.84 -9.71 0.25
C 4.38 -8.72 1.18
C 3.67 -7.54 0.40
N 4.63 -6.73 -0.41
C 4.02 -5.59 -1.06
C 3.37 -4.48 -0.18
O 4.38 -3.73 0.50
C 3.95 -2.47 0.98
H 5.97 -11.44 0.08
H 4.76 -11.44 1.39
H 6.15 -10.51 1.65
H 5.16 -8.24 1.76
H 3.78 -9.23 1.93
H 3.11 -6.89 1.07
H 2.92 -8.08 -0.18
H 5.09 -7.33 -1.08
H 3.28 -6.01 -1.73
H 4.74 -5.08 -1.70
H 2.57 -4.83 0.47
H 2.89 -3.75 -0.83
H 3.57 -2.71 1.98
H 3.28 -1.80 0.45
H 4.86 -1.88 1.12
C 0.17 8.71 3.60
O -0.85 8.07 2.88
C -1.46 6.87 3.46
C -2.81 6.34 2.81
N -2.72 5.95 1.39
C -1.83 4.81 1.06
C -2.34 3.41 1.63
O -1.52 2.39 0.96
C -2.13 1.47 0.11
H -0.13 9.10 4.58
H 0.40 9.57 2.97
H 1.02 8.04 3.70
H -1.86 7.25 4.41
H -0.69 6.12 3.63
H -3.46 7.21 2.79
H -3.31 5.67 3.51
H -2.25 6.70 0.90
H -0.80 4.91 1.40
H -1.72 4.74 -0.02
H -3.41 3.28 1.49
H -2.16 3.48 2.70
H -1.43 0.68 -0.17
H -2.67 1.91 -0.73
H -2.84 0.91 0.70
C -2.28 -0.43 -3.24
O -3.34 -1.40 -3.21
C -4.30 -1.36 -4.23
C -5.73 -1.64 -3.78
N -6.28 -0.39 -3.20
C -7.53 -0.47 -2.36
C -7.86 0.90 -1.70
O -6.84 1.41 -0.86
C -7.25 2.47 0.05
H -1.61 -0.78 -4.02
H -1.81 -0.50 -2.27
H -2.64 0.60 -3.23
H -4.01 -2.11 -4.96
H -4.24 -0.36 -4.66
H -5.76 -2.53 -3.16
H -6.38 -2.00 -4.58
H -5.57 0.17 -2.75
H -7.35 -1.28 -1.65
H -8.42 -0.83 -2.87
H -8.72 0.73 -1.05
H -8.17 1.64 -2.44
H -7.76 3.19 -0.59
H -6.35 3.03 0.30
H -7.89 2.20 0.88
C 0.93 4.08 -1.47
O 1.28 3.34 -2.65
C 0.21 2.52 -3.10
C 0.84 1.49 -4.04
N 1.73 0.54 -3.33
C 2.36 -0.38 -4.32
C 3.21 -1.44 -3.58
O 4.28 -0.70 -3.05
C 5.29 -1.51 -2.43
H 0.20 4.89 -1.57
H 1.82 4.62 -1.15
H 0.60 3.39 -0.70
H -0.46 3.12 -3.72
H -0.38 2.03 -2.32
H 1.30 2.03 -4.87
H 0.00 1.04 -4.58
H 2.43 1.01 -2.78
H 3.02 0.18 -4.99
H 1.66 -0.82 -5.03
H 3.45 -2.21 -4.30
H 2.62 -1.92 -2.81
H 5.49 -2.37 -3.06
H 4.90 -1.87 -1.48
H 6.16 -0.90 -2.19
O 0.75 -0.39 -0.91
H 1.25 0.12 -0.27
H 1.08 -0.10 -1.76
C 0.18 -3.83 -1.40
C 0.02 -3.33 0.02
O -0.91 -2.29 0.08
H -0.77 -3.97 -1.92
H 0.64 -4.82 -1.36
H 0.80 -3.14 -1.98
H 0.95 -2.96 0.46
H -0.37 -4.16 0.61
H -0.55 -1.53 -0.38
*
```

***

No. 3
Density functional theory data (ωB97M-V with the def2-TZVPD basis set) for C24H33BiCl2N4O3S as an isolated structure in a non-equilibrium geometry.

Highest occupied orbital energy: -7.30 eV
Relative energy (zero: lowest compared OMol25 entry of this formula, charge and spin): 26.4 kJ/mol
Lowest unoccupied orbital energy: -0.71 eV
Orbital gap: 6.59 eV

```
! RIJCOSX wB97M-V def2-TZVPD def2/J DEFGRID3
* xyz 0 1
O -0.06 1.17 -2.63
C -0.49 0.95 -3.78
C -0.13 1.63 -5.04
C 1.04 2.40 -5.23
H 1.81 2.37 -4.47
C 1.17 3.18 -6.38
H 2.06 3.80 -6.51
C 0.18 3.17 -7.37
H 0.27 3.83 -8.24
C -0.89 2.26 -7.28
H -1.61 2.17 -8.11
C -1.03 1.48 -6.13
H -1.83 0.74 -6.04
H -1.25 0.17 -3.92
C -2.70 1.96 -0.28
C -2.16 0.87 0.56
H -3.47 2.53 0.25
H -3.13 1.56 -1.20
H -1.92 2.67 -0.58
C -2.57 0.38 1.73
C -3.76 0.86 2.53
H -2.07 -0.45 2.23
H -4.40 1.55 1.96
H -3.46 1.36 3.46
H -4.37 -0.01 2.84
Bi -0.29 -0.03 -0.51
Cl 0.88 2.20 -0.03
Cl -2.05 -1.25 -2.03
H 3.79 -0.18 -2.56
H 5.39 0.97 -1.07
C 3.03 -0.13 -1.77
C 4.68 0.95 -0.24
N 3.69 -0.09 -0.48
H 2.38 -1.01 -1.81
C 3.29 -0.91 0.51
O 2.30 -1.68 0.40
H 5.21 0.72 0.69
H 3.89 -0.83 1.43
H 2.42 0.78 -1.92
H 4.20 1.93 -0.15
H -1.56 -5.92 2.17
H -0.59 -6.66 -0.05
C -2.01 -5.06 1.66
C -1.07 -5.78 -0.50
N -1.23 -4.72 0.49
H -2.08 -4.21 2.35
C -0.71 -3.50 0.26
O -0.79 -2.52 1.03
H -0.45 -5.38 -1.31
H -0.18 -3.43 -0.71
H -3.02 -5.38 1.36
H -2.05 -6.08 -0.90
N 1.48 -2.12 2.97
C 1.07 -1.01 3.56
N 0.65 0.10 2.98
C 0.33 1.08 3.91
C -0.05 2.40 3.63
C -0.27 3.28 4.68
C -0.17 2.86 6.01
C 0.22 1.55 6.31
C 0.46 0.67 5.27
S 1.04 -0.99 5.34
H 1.88 -2.83 3.55
H 1.69 -2.09 1.95
H -0.13 2.68 2.58
H -0.51 4.31 4.46
H -0.37 3.54 6.84
H 0.34 1.17 7.34
*
```

***

No. 4
Density functional theory data (ωB97M-V with the def2-TZVPD basis set) for an isolated ion of composition C7H17N4 and charge +1 in a non-equilibrium geometry.

Highest occupied orbital energy: -13.35 eV
SMILES string: C=[N+](N)C/N=N/[C@@H](C)CCC
Relative energy (zero: lowest compared OMol25 entry of this formula, charge and spin): 470.2 kJ/mol
Lowest unoccupied orbital energy: -4.53 eV
Orbital gap: 8.82 eV

```
! RIJCOSX wB97M-V def2-TZVPD def2/J DEFGRID3
* xyz 1 1
C 1.08 3.27 2.16
N 0.82 1.98 2.20
N 1.81 1.13 2.49
C -0.51 1.43 2.00
N -0.35 0.11 1.47
N -0.82 0.05 0.36
C -0.93 -1.38 -0.17
C -2.44 -1.61 0.02
C -0.66 -1.38 -1.60
C 0.86 -1.16 -1.85
C 1.11 -0.73 -3.33
H 1.94 3.80 2.40
H 0.34 3.92 1.81
H 2.64 1.40 2.85
H 1.58 0.10 2.27
H -1.03 2.01 1.28
H -0.79 1.50 3.08
H -0.27 -2.04 0.44
H -3.07 -0.91 -0.59
H -2.87 -2.59 -0.38
H -2.72 -1.54 1.07
H -0.82 -2.42 -2.08
H -1.32 -0.69 -2.15
H 1.25 -0.37 -1.07
H 1.45 -1.96 -1.53
H 1.30 -1.63 -3.97
H 2.06 -0.20 -3.50
H 0.37 -0.06 -3.70
*
```

***

Question: The lowest relative energy (zero: lowest compared OMol25 entry of this formula, charge and spin) belongs to which entry?
Answer: C32H83N5O12

***

Question: relative energy (zero: lowest compared OMol25 entry of this formula, charge and spin) of number 2 (C32H83N5O12)?
Answer: 0.0 kJ/mol

***

Question: Among the records above, which one has the lowest relative energy (zero: lowest compared OMol25 entry of this formula, charge and spin)?
Answer: C32H83N5O12

***

Question: Which formula does entry 4 have?
Answer: C7H17N4